11 unconnected molecules or ions with the total composition C33H67BCl20NO4P. Source: the OMol25 dataset; level of theory: ωB97M-V/def2-TZVPD.

```
! RIJCOSX wB97M-V def2-TZVPD def2/J DEFGRID3
* xyz 0 1
C -1.0373 -1.8031 1.9511
C -0.8608 -2.1927 0.8312
P -0.5150 -2.8121 -0.7794
C -1.8582 -2.9239 -1.9948
C -3.2171 -2.4162 -1.4539
C -4.1104 -3.5326 -0.8795
C -5.5487 -3.3828 -1.3246
N -6.1273 -2.1002 -0.8581
C -6.9856 -2.2511 0.2697
C -8.4383 -2.5275 -0.0134
O -6.5623 -2.1710 1.3948
O -0.9883 -4.4396 -0.1456
B -0.1000 -5.3121 0.3593
O 0.3175 -5.2091 1.6791
O 0.3505 -6.3422 -0.4569
C 0.2025 -1.1615 -1.3621
C -0.8176 -0.0703 -1.6743
C 1.3350 -0.6839 -0.4198
C 1.0173 0.5112 0.4679
C 2.0430 0.7007 1.5781
H -1.1452 -1.4326 2.9429
H 0.7233 -3.3916 -1.1104
H -1.9646 -3.9807 -2.2188
H -1.5710 -2.4345 -2.9215
H -3.7352 -1.9071 -2.2680
H -3.0657 -1.6624 -0.6847
H -4.1299 -3.4233 0.1968
H -3.7351 -4.5191 -1.1423
H -6.1363 -4.2278 -0.9504
H -5.6111 -3.3944 -2.4134
H -6.6487 -1.6619 -1.6068
H -8.9800 -1.5820 -0.0585
H -8.8524 -3.1219 0.7947
H -8.5723 -3.0400 -0.9636
H 1.1907 -5.5732 1.8495
H 1.2507 -6.6252 -0.2694
H 0.6979 -1.4220 -2.3043
H -1.3853 -0.2958 -2.5743
H -0.3075 0.8743 -1.8674
H -1.4997 0.1125 -0.8440
H 1.6986 -1.5196 0.1895
H 2.1798 -0.4033 -1.0540
H 1.0142 1.4074 -0.1517
H 0.0282 0.4021 0.9051
H 1.6253 1.3265 2.3666
H 2.9278 1.2263 1.2188
H 2.3402 -0.2470 2.0266
Cl 1.3828 4.7194 -3.8851
C 2.1719 4.8388 -2.2881
C 3.3139 3.8687 -2.1589
Cl 2.7456 2.1760 -2.0756
H 1.4169 4.6730 -1.5227
H 2.5503 5.8560 -2.2000
H 3.8714 4.0639 -1.2471
H 3.9980 3.9478 -3.0006
Cl -4.2727 -5.1680 2.2179
C -2.7868 -4.6586 3.0642
C -2.2150 -5.7520 3.9160
Cl -3.2603 -6.1428 5.3183
H -3.0366 -3.7762 3.6476
H -2.0667 -4.3869 2.3024
H -1.2495 -5.4486 4.3128
H -2.0911 -6.6706 3.3481
Cl -3.7089 -10.3460 -2.6820
C -2.5214 -9.5503 -1.6122
C -1.5352 -8.7083 -2.3768
Cl -0.4316 -9.6975 -3.3741
H -2.0195 -10.3277 -1.0425
H -3.0824 -8.9152 -0.9288
H -0.9179 -8.1434 -1.6802
H -2.0423 -8.0118 -3.0394
Cl 4.8563 6.1497 -0.2298
C 5.8957 7.5838 -0.4750
C 6.8257 7.4212 -1.6485
Cl 8.0752 6.1858 -1.3389
H 6.4494 7.7512 0.4377
H 5.2309 8.4288 -0.6479
H 7.3426 8.3621 -1.8290
H 6.2915 7.1317 -2.5501
Cl -1.1275 3.9037 1.6463
C -0.1227 4.7735 2.8337
C 0.7033 5.8534 2.1844
Cl 1.9919 5.1955 1.1387
H 0.5059 4.0449 3.3400
H -0.8009 5.2238 3.5564
H 1.1961 6.4502 2.9497
H 0.0827 6.5037 1.5737
Cl -5.4085 -12.2387 5.1965
C -4.5259 -10.9786 6.0997
C -4.1257 -9.8197 5.2257
Cl -2.8721 -10.2745 4.0390
H -3.6575 -11.4471 6.5551
H -5.1914 -10.6235 6.8845
H -3.7061 -9.0243 5.8381
H -4.9747 -9.4240 4.6748
Cl -3.9309 -2.3304 9.4179
C -5.1133 -2.4359 8.0858
C -4.6273 -3.3086 6.9592
Cl -3.2520 -2.5794 6.0912
H -5.3153 -1.4243 7.7442
H -6.0252 -2.8608 8.5011
H -5.4244 -3.4439 6.2301
H -4.3056 -4.2832 7.3149
Cl 7.8245 9.5751 1.3910
C 9.2175 9.6024 2.5082
C 9.3591 8.3017 3.2552
Cl 8.0268 8.0457 4.4110
H 9.0777 10.4404 3.1853
H 10.1061 9.7765 1.9045
H 10.2849 8.3140 3.8274
H 9.3728 7.4557 2.5729
Cl 0.8724 8.1572 -4.7431
C -0.0009 8.3709 -6.2796
C 0.6374 7.5385 -7.3621
Cl 2.2687 8.1425 -7.7627
H 0.0077 9.4284 -6.5297
H -1.0292 8.0485 -6.1259
H 0.0418 7.5747 -8.2722
H 0.7414 6.5046 -7.0438
Cl 6.7324 6.8211 -5.6802
C 6.0048 6.9848 -7.3027
C 6.6716 6.0948 -8.3177
Cl 8.3403 6.6112 -8.6792
H 6.0713 8.0310 -7.5897
H 4.9555 6.7103 -7.2105
H 6.1146 6.1360 -9.2520
H 6.7120 5.0652 -7.9726
*
```

Its electronic energy is -305405.516 eV.

Here are the Löwdin charges for atoms 1 to 99, given in e: 0.126, -0.174, 0.869, -0.242, -0.210, -0.209, -0.206, 0.024, -0.516, -0.007, 0.092, -0.120, -0.956, 0.158, 0.155, -0.461, -0.105, -0.245, -0.306, -0.099, 0.052, 0.089, 0.082, 0.084, 0.107, 0.090, 0.057, 0.108, 0.119, 0.118, 0.111, 0.088, 0.084, 0.076, 0.101, 0.099, 0.105, 0.067, 0.068, 0.076, 0.094, 0.080, 0.051, 0.078, 0.059, 0.065, 0.069, 0.521, -0.692, -0.670, 0.609, 0.029, 0.053, -0.005, 0.071, 0.592, -0.649, -0.626, 0.565, 0.017, 0.033, 0.077, 0.066, 0.527, -0.662, -0.662, 0.529, 0.067, 0.072, 0.049, 0.068, 0.588, -0.664, -0.660, 0.536, -0.018, 0.079, 0.071, 0.043, 0.545, -0.660, -0.641, 0.570, 0.065, 0.072, 0.074, 0.069, 0.532, -0.667, -0.678, 0.527, 0.066, 0.072, 0.034, 0.070, 0.533, -0.663, -0.671, 0.555



2 unconnected molecules or ions with the total composition CHN2O2P in a non-equilibrium geometry. Source: the OMol25 dataset; level of theory: ωB97M-V/def2-TZVPD.

```
! RIJCOSX wB97M-V def2-TZVPD def2/J DEFGRID3
* xyz 0 1
C -0.9047 1.2030 -0.1962
N -1.6992 1.9162 -0.6380
N 0.7744 -0.6597 -0.5630
O 1.8075 -0.4038 -1.1431
O 0.0188 -1.5597 -0.8021
P 0.3718 0.5480 0.8114
H -0.3687 -1.0440 2.5311
*
```

The energy above the lowest of the compared OMol25 structures with the same formula, charge and spin is 73.3 kcal per mole. Its electronic energy is -17409.918 eV.

What are the Löwdin partial charges on each atom? They are as follows, in elementary charge units: -0.538, 0.116, -0.652, 0.002, 0.011, 0.983, 0.078



A molecular structure, C50H34I4N5Ru in a non-equilibrium geometry. Source: the OMol25 dataset; level of theory: ωB97M-V/def2-TZVPD.

```
! RIJCOSX wB97M-V def2-TZVPD def2/J DEFGRID3
* xyz -2 2
Ru 0.0567 -1.2432 -0.1099
I -6.5566 -1.1503 7.0275
C -5.1526 -1.2246 5.4667
C -4.2560 -0.1868 5.3083
C -3.3227 -0.2481 4.2618
C -3.2844 -1.3149 3.3904
C -4.1854 -2.3463 3.5698
C -5.1367 -2.3117 4.6142
C -2.2928 -1.3258 2.3160
C -0.9830 -1.4568 2.7173
C -0.6060 -1.6564 4.0651
C 0.7773 -1.7323 4.0618
C 1.1622 -1.5680 2.7095
C 2.4563 -1.4970 2.2689
C 3.4780 -1.5857 3.2872
C 4.3620 -2.6378 3.3309
C 5.3676 -2.7104 4.3165
C 5.4537 -1.7003 5.2586
I 6.9395 -1.7841 6.7407
C 4.5715 -0.6382 5.2357
C 3.5849 -0.5960 4.2376
C 2.8555 -1.2684 0.9869
N 2.0568 -1.1333 -0.0925
C 2.8595 -0.9312 -1.1725
C 2.4459 -0.8032 -2.4862
C 3.4531 -0.6105 -3.5079
C 3.5311 0.5735 -4.2059
C 4.5098 0.7724 -5.1968
C 5.4049 -0.2510 -5.4679
I 6.8769 0.0178 -6.9425
C 5.3388 -1.4471 -4.7801
C 4.3456 -1.6101 -3.7991
C 1.1468 -0.8286 -2.9260
C 0.7409 -0.7624 -4.2789
C -0.6596 -0.8105 -4.2602
C -1.0447 -0.9011 -2.9052
N 0.0496 -0.9280 -2.0984
C -2.3605 -0.9408 -2.4655
C -2.7755 -1.0221 -1.1462
C -4.1371 -0.9562 -0.7127
C -4.1077 -1.0535 0.6722
C -2.7376 -1.1866 1.0311
N -1.9592 -1.1478 -0.0746
C -3.3910 -0.8294 -3.4807
C -4.2706 -1.8672 -3.7035
C -5.2918 -1.7715 -4.6676
C -5.3998 -0.6127 -5.4113
I -6.9103 -0.4463 -6.8613
C -4.5214 0.4398 -5.2112
C -3.5153 0.3119 -4.2349
C 4.2250 -0.8925 -0.7553
C 4.2248 -1.1060 0.5971
N 0.0783 -1.4405 1.9064
H -4.2756 0.6729 5.9839
H -2.5997 0.5716 4.1170
H -4.1525 -3.2073 2.8824
H -5.8451 -3.1328 4.7478
H -1.2798 -1.7410 4.9240
H 1.4427 -1.8826 4.9166
H 4.2720 -3.4339 2.5741
H 6.0633 -3.5527 4.3386
H 4.6444 0.1624 5.9767
H 2.8742 0.2471 4.1989
H 2.8068 1.3721 -3.9692
H 4.5673 1.7196 -5.7390
H 6.0421 -2.2556 -4.9992
H 4.2712 -2.5614 -3.2410
H 1.3974 -0.6991 -5.1535
H -1.3341 -0.7945 -5.1222
H -5.0110 -0.8203 -1.3602
H -4.9526 -1.0149 1.3708
H -4.1627 -2.7876 -3.1041
H -5.9821 -2.6041 -4.8301
H -4.6124 1.3581 -5.7961
H -2.8078 1.1399 -4.0551
H 5.0881 -0.7064 -1.4062
H 5.0880 -1.1261 1.2718
N -0.0013 2.0634 0.4258
C 0.0211 0.8918 0.2263
C -1.4099 -4.9137 -0.9907
C -0.2965 -4.4294 -0.1125
C 0.9046 -5.2891 -0.3086
C -0.7345 -4.5184 1.3085
C 0.0508 -3.0726 -0.5905
H -1.7195 -5.9506 -0.6894
H -1.0946 -4.9287 -2.0673
H -2.2989 -4.2326 -0.8956
H 0.6845 -6.3414 0.0070
H 1.7624 -4.9051 0.3089
H 1.2214 -5.2952 -1.3835
H -0.9681 -5.5834 1.5701
H -1.6486 -3.8990 1.4776
H 0.0640 -4.1370 2.0129
H 0.3545 -3.2154 -1.6785
*
```

The energy above the lowest of the compared OMol25 structures with the same formula, charge and spin is 25.6 kcal per mole. Its electronic energy is -94838.884 eV.

What are the Löwdin partial charges on each atom? They are as follows, in elementary charge units: 1.158, 0.772, -0.756, -0.152, -0.018, -0.232, -0.019, -0.154, -0.115, -0.299, -0.023, -0.026, -0.267, -0.127, -0.242, -0.023, -0.153, -0.756, 0.769, -0.152, -0.020, -0.247, -0.032, -0.234, -0.110, -0.242, -0.016, -0.148, -0.754, 0.770, -0.155, -0.027, -0.262, -0.028, -0.034, -0.263, -0.035, -0.111, -0.248, -0.002, -0.001, -0.265, -0.028, -0.243, -0.025, -0.157, -0.757, 0.766, -0.149, -0.023, -0.011, -0.006, -0.002, 0.090, 0.143, 0.130, 0.087, 0.105, 0.102, 0.132, 0.087, 0.090, 0.143, 0.142, 0.089, 0.088, 0.137, 0.100, 0.098, 0.105, 0.107, 0.132, 0.088, 0.088, 0.140, 0.108, 0.107, -0.118, -0.390, -0.080, -0.760, -0.087, -0.071, -0.119, 0.089, 0.093, 0.095, 0.088, 0.097, 0.090, 0.086, 0.084, 0.100, 0.079



A molecular structure, C15H21NO4 in a non-equilibrium geometry. Source: the OMol25 dataset; level of theory: ωB97M-V/def2-TZVPD.

```
! RIJCOSX wB97M-V def2-TZVPD def2/J DEFGRID3
* xyz 0 1
C 1.8389 -3.9103 5.1371
H 1.1349 -3.2644 5.6016
H 2.5689 -4.1170 5.6395
H 1.2795 -4.9321 4.8833
C 2.2621 -3.4968 3.6488
C 3.3251 -4.2448 3.1057
H 3.7381 -3.7264 2.2327
H 4.0197 -4.4783 3.6697
H 2.7177 -5.2835 2.8607
C 1.0113 -3.0967 2.8652
C -0.1466 -2.0513 3.6552
O -1.1302 -1.8462 2.6673
C -0.6562 -1.0198 1.4095
C 0.3983 -0.1439 1.4119
C 0.5475 0.5393 0.2344
C -0.3204 0.8710 -0.5271
C -1.4722 0.1582 -0.5064
C -1.6871 -0.6787 0.6867
H -2.8505 -1.1780 0.7514
H -2.4111 0.3692 -1.0239
C -0.2955 1.6533 -1.8182
H 0.7024 2.3849 -1.4969
C -1.4696 2.8276 -1.7403
O -2.0838 3.0411 -2.6013
O -1.8129 3.3253 -0.7107
H -0.9645 3.2129 -0.0611
C -0.0400 0.8974 -3.2212
C 0.3061 1.8363 -4.1869
O 1.7658 1.8093 -4.3209
N -0.3445 2.5648 -4.9716
H -1.4712 2.6460 -4.6070
H -0.0772 3.0263 -5.6851
H 0.4033 0.1147 -2.9572
H -1.0909 0.5710 -3.4792
H 1.6029 1.1223 0.1494
H 1.1288 -0.2140 2.1298
H -0.6515 -2.6390 4.2524
H 0.6435 -0.9980 3.9966
H 0.4400 -4.0263 2.7837
H 1.2975 -2.6882 2.1430
H 2.8050 -2.2390 4.0113
*
```

The energy above the lowest of the compared OMol25 structures with the same formula, charge and spin is 405.1 kcal per mole. Its electronic energy is -25559.816 eV.

What are the Löwdin partial charges on each atom? They are as follows, in elementary charge units: -0.038, 0.058, -0.042, 0.132, -0.465, -0.099, 0.104, -0.014, 0.164, -0.099, -0.140, -0.114, -0.174, 0.014, -0.103, -0.373, 0.014, 0.004, 0.198, 0.131, -0.068, 0.206, -0.762, 0.211, 0.214, 0.228, -0.056, -0.458, -0.169, 0.230, 0.228, 0.039, 0.053, 0.156, 0.189, 0.082, 0.040, 0.196, 0.125, -0.038, 0.198